[1]
Density functional theory data (ωB97M-V with the def2-TZVPD basis set) for one molecule with the formula C3H5NO2 at a distorted geometry.

```
11
Properties=species:S:1:pos:R:3
O 1.86 0.06 0.31
C 0.69 -0.44 -0.29
C -0.54 0.28 0.25
O -0.57 1.62 0.15
C -2.42 -0.80 -0.13
N -1.65 -0.34 -0.91
H 2.15 -0.52 1.02
H 0.77 -0.25 -1.36
H 0.52 -1.53 -0.15
H -0.70 0.07 1.33
H -0.19 1.87 -0.70
```

Summary:
Frontier orbital gap in eV: 11.537
Strongest force on any atom in eV/Å: 1.83
Calculated total energy in Ha: -322.449428

---

[2]
Density functional theory data (ωB97M-V with the def2-TZVPD basis set) for a 6-piece molecular cluster, C14H40O6 overall at a distorted geometry.

```
60
Properties=species:S:1:pos:R:3
C -13.21 11.98 -17.34
C -12.43 10.68 -17.16
C -11.65 10.18 -18.43
O -11.47 10.86 -16.13
H -13.47 12.58 -16.47
H -14.14 11.63 -17.80
H -12.69 12.55 -18.11
H -13.08 9.88 -16.80
H -12.39 10.03 -19.22
H -11.04 9.29 -18.28
H -10.99 10.92 -18.88
H -10.88 11.57 -16.39
C -10.28 6.83 -22.22
C -10.05 6.60 -20.71
C -11.21 5.91 -20.05
O -8.86 5.90 -20.39
H -9.46 7.34 -22.71
H -11.10 7.53 -22.36
H -10.61 6.01 -22.86
H -9.82 7.61 -20.37
H -11.92 6.69 -19.78
H -11.04 5.31 -19.16
H -11.66 5.20 -20.75
H -8.53 6.23 -19.55
C -12.68 7.04 -16.26
C -12.67 6.31 -14.93
O -13.81 5.57 -14.74
H -12.63 6.36 -17.11
H -11.81 7.67 -16.43
H -13.53 7.73 -16.28
H -12.62 7.11 -14.19
H -11.84 5.61 -14.80
H -13.58 4.93 -14.06
C -7.76 13.68 -16.14
C -8.74 12.45 -16.13
O -9.53 12.56 -17.30
H -7.04 13.60 -16.96
H -7.31 13.72 -15.15
H -8.19 14.68 -16.16
H -9.38 12.45 -15.25
H -8.20 11.51 -16.13
H -8.94 12.36 -18.03
C -16.13 10.92 -20.68
C -17.03 10.92 -19.46
O -17.18 12.20 -18.82
H -15.08 10.89 -20.40
H -16.29 11.81 -21.29
H -16.22 10.15 -21.44
H -16.63 10.16 -18.78
H -18.00 10.65 -19.86
H -17.07 12.89 -19.48
C -12.09 15.36 -19.17
C -10.62 15.29 -19.59
O -10.51 15.87 -20.84
H -12.64 14.61 -19.73
H -12.71 16.26 -19.16
H -12.04 14.97 -18.15
H -10.50 14.23 -19.80
H -9.85 15.64 -18.90
H -10.92 15.32 -21.51
```

Summary:
Frontier orbital gap in eV: 10.040
Strongest force on any atom in eV/Å: 2.69
SMILES string: CC(C)O.CC(C)O.CCO.CCO.CCO.CCO
Calculated total energy in Ha: -1008.712265

---

[3]
Density functional theory data (ωB97M-V with the def2-TZVPD basis set) for a 2-piece molecular cluster, C2H8N2O overall at a distorted geometry.

```
13
Properties=species:S:1:pos:R:3
C 1.72 -1.49 0.14
N 0.55 -0.71 -0.30
C -0.69 -1.05 0.12
O -0.92 -1.98 0.92
H 1.81 -1.41 1.25
H 2.57 -1.21 -0.51
H 1.51 -2.59 -0.07
H 0.71 0.16 -0.83
H -1.55 -0.51 -0.29
N -1.26 2.45 -0.07
H -2.20 2.25 -0.47
H -0.82 3.13 -0.71
H -1.44 2.96 0.82
```

Summary:
Frontier orbital gap in eV: 10.240
Strongest force on any atom in eV/Å: 2.42
SMILES string: CNC=O.N
Calculated total energy in Ha: -265.748967

---

[4]
Density functional theory data (ωB97M-V with the def2-TZVPD basis set) for C4H13NO2S as an isolated structure at a distorted geometry.

```
21
Properties=species:S:1:pos:R:3
C 0.51 -0.03 1.29
C -0.89 -0.02 0.52
C -1.43 1.31 0.97
S -1.69 1.58 2.78
N -0.96 -0.12 -0.92
C -0.53 -1.37 -1.39
O 0.85 -1.75 -1.30
H 0.28 -0.10 2.36
H 1.13 -0.89 0.91
H 1.18 0.82 1.11
H -1.58 -0.75 0.99
H -2.58 1.41 0.51
H -0.87 2.13 0.47
H -3.37 1.29 0.54
H 1.51 1.82 -1.75
H -0.89 -1.45 -2.45
H -1.00 -2.16 -0.77
H 1.63 -1.07 -1.13
H 1.86 1.48 -2.33
H 3.82 -1.30 -0.12
O 3.02 -0.82 -0.30
```

Summary:
Frontier orbital gap in eV: 3.920
Strongest force on any atom in eV/Å: 6.93
Calculated total energy in Ha: -763.151328

---

[5]
Density functional theory data (ωB97M-V with the def2-TZVPD basis set) for C3H4Cl3OP as an isolated structure at a distorted geometry.

```
12
Properties=species:S:1:pos:R:3
C -1.34 -1.75 -0.07
C 0.03 -1.65 -0.77
C -1.90 -3.07 -0.57
O -0.42 0.69 -0.32
P -1.02 -0.42 -1.42
Cl -3.20 -3.35 0.36
Cl -0.57 -4.57 -0.31
Cl -2.01 -2.90 -2.29
H -1.61 -1.55 0.99
H 0.76 -0.96 -0.27
H 0.10 -2.60 -1.47
H -0.42 1.66 -0.46
```

Summary:
Frontier orbital gap in eV: 9.661
Strongest force on any atom in eV/Å: 4.15
Calculated total energy in Ha: -1913.792873

---

[6]
Density functional theory data (ωB97M-V with the def2-TZVPD basis set) for C30H44BrClN2P2Sr as an isolated structure at a distorted geometry.

```
81
Properties=species:S:1:pos:R:3
N -0.46 -4.31 3.64
C -1.39 -4.15 2.70
C -1.06 -3.82 1.37
C 0.31 -3.71 1.04
C 1.26 -3.77 2.08
C 0.83 -4.12 3.36
C 0.69 -3.34 -0.30
Sr -0.42 -0.20 -0.39
P 0.41 1.97 -2.01
C 1.87 -2.70 -0.56
C 2.17 -2.12 -1.84
C 3.44 -1.54 -2.09
C 3.76 -1.03 -3.34
C 2.74 -0.93 -4.30
C 1.48 -1.51 -4.10
C 1.17 -2.03 -2.85
Br 3.01 0.06 -5.95
H -0.08 -3.46 -1.08
H 2.60 -2.53 0.22
H -1.86 -3.65 0.63
H 2.32 -3.56 1.91
H -2.44 -4.32 2.97
H 1.55 -4.27 4.15
H 4.17 -1.53 -1.27
H 0.16 -2.42 -2.68
H 4.77 -0.73 -3.59
H 0.76 -1.55 -4.91
P 0.95 1.06 2.25
C -0.70 1.40 -3.34
C -0.33 1.80 -4.76
H -1.71 1.76 -3.08
H -0.75 0.30 -3.32
H -1.11 1.48 -5.46
H -0.23 2.88 -4.89
H 0.60 1.35 -5.10
C 2.09 2.00 -2.71
C 2.49 3.30 -3.40
H 2.17 1.15 -3.39
H 2.78 1.80 -1.88
H 3.53 3.20 -3.74
H 1.86 3.50 -4.27
H 2.42 4.16 -2.73
C -0.08 3.64 -1.52
C -0.65 4.54 -2.60
H 0.80 4.09 -1.04
H -0.84 3.52 -0.72
H -0.93 5.50 -2.16
H 0.07 4.74 -3.40
H -1.54 4.12 -3.08
C 0.09 2.36 3.25
C -0.50 3.51 2.43
H 0.84 2.73 3.97
H -0.70 1.86 3.82
H -1.01 4.22 3.10
H 0.27 4.07 1.88
H -1.24 3.14 1.70
C 2.54 1.93 1.98
C 3.60 1.13 1.25
H 2.90 2.25 2.96
H 2.30 2.84 1.41
H 4.47 1.75 1.04
H 3.95 0.27 1.83
H 3.24 0.74 0.29
C 1.49 -0.03 3.65
C 0.34 -0.74 4.37
H 2.06 0.60 4.34
H 2.18 -0.77 3.22
H 0.75 -1.47 5.09
H -0.29 -0.03 4.92
H -0.30 -1.29 3.67
Cl -5.65 -2.34 -1.91
C -4.87 -0.93 -1.32
C -5.62 0.21 -1.01
C -4.96 1.33 -0.52
C -3.57 1.29 -0.34
N -2.87 0.18 -0.65
C -3.48 -0.94 -1.11
H -6.69 0.18 -1.14
H -5.50 2.24 -0.26
H -3.01 2.13 0.07
H -2.86 -1.82 -1.29
```

Summary:
Frontier orbital gap in eV: 7.557
Strongest force on any atom in eV/Å: 1.97
Charge: +2
Calculated total energy in Ha: -5026.217310

---

[7]
Density functional theory data (ωB97M-V with the def2-TZVPD basis set) for one molecule with the formula C4H5NO.

```
11
Properties=species:S:1:pos:R:3
N -1.21 -0.62 1.31
C -0.56 0.03 0.33
C 0.85 -0.26 -0.08
C 0.97 0.63 -1.29
C -0.04 1.47 -1.58
O -1.12 0.95 -0.30
H -2.17 -0.35 1.48
H -0.84 -1.43 1.76
H 1.05 -1.33 -0.22
H 1.86 0.65 -1.90
H 1.52 0.09 0.71
```

Summary:
Frontier orbital gap in eV: 8.896
Strongest force on any atom in eV/Å: 0.58
Calculated total energy in Ha: -285.303558

---

[8]
Density functional theory data (ωB97M-V with the def2-TZVPD basis set) for C44H34As2MgN5O6S2 as an isolated structure at a distorted geometry.

```
94
Properties=species:S:1:pos:R:3
Mg 0.36 0.43 0.34
C 2.52 -3.55 -0.04
C 2.65 -3.87 1.30
C 1.88 -3.19 2.23
C 1.00 -2.21 1.78
N 0.90 -1.90 0.49
C 1.64 -2.55 -0.40
C 0.12 -1.42 2.65
C -0.02 -1.60 4.03
C -0.88 -0.75 4.71
C -1.58 0.22 4.02
C -1.41 0.30 2.63
N -0.58 -0.51 2.00
C -2.18 1.16 1.74
C -2.98 2.22 2.17
C -3.76 2.88 1.23
C -3.71 2.46 -0.09
C -2.81 1.47 -0.43
N -2.07 0.82 0.46
H 3.11 -4.06 -0.79
H 3.34 -4.63 1.63
H 1.98 -3.41 3.28
H 1.50 -2.25 -1.43
H 0.51 -2.37 4.56
H -1.00 -0.84 5.78
H -2.25 0.89 4.53
H -2.99 2.53 3.20
H -4.41 3.69 1.53
H -4.32 2.93 -0.85
H -2.70 1.14 -1.46
O 3.31 2.50 0.00
As 3.27 0.86 -0.54
O 4.30 0.77 -1.79
O 1.76 0.29 -0.89
C 3.94 -0.28 0.91
C 4.92 -1.22 0.61
C 5.41 -2.06 1.60
C 4.93 -1.95 2.90
C 3.94 -1.03 3.19
C 3.45 -0.21 2.19
S 2.32 1.09 2.68
O 3.16 2.27 2.77
O 1.73 0.67 3.93
O 1.31 1.26 1.63
H 3.13 2.56 0.95
H 5.29 -1.26 -0.41
H 6.18 -2.78 1.37
H 5.35 -2.58 3.68
H 3.54 -0.91 4.19
C -3.85 1.67 -5.44
C -3.55 0.32 -5.45
C -2.49 -0.16 -4.69
C -1.71 0.70 -3.93
C -2.02 2.06 -3.94
C -3.08 2.54 -4.69
As -0.24 0.13 -2.68
C 1.16 0.96 -3.73
C 1.61 2.26 -3.64
C 2.63 2.71 -4.47
C 3.17 1.86 -5.42
C 2.75 0.55 -5.51
C 1.75 0.08 -4.65
C 1.25 -1.29 -4.61
C 1.73 -2.36 -5.36
C 1.18 -3.62 -5.19
C 0.16 -3.83 -4.27
C -0.32 -2.77 -3.52
C 0.21 -1.50 -3.69
H -4.69 2.04 -6.02
H -4.14 -0.36 -6.04
H -2.27 -1.22 -4.70
H -1.43 2.73 -3.33
H -3.31 3.59 -4.67
H 1.20 2.94 -2.90
H 2.99 3.72 -4.38
H 3.95 2.21 -6.09
H 3.19 -0.12 -6.24
H 2.53 -2.23 -6.06
H 1.55 -4.45 -5.78
H -0.26 -4.82 -4.15
H -1.10 -2.92 -2.78
C -1.10 6.44 2.20
C -0.49 5.96 0.92
C 0.16 6.84 0.05
C 0.56 6.31 -1.17
N 0.39 5.04 -1.48
C -0.14 4.25 -0.54
S -0.28 2.59 -0.94
N -0.62 4.68 0.64
H -1.10 7.53 2.24
H -0.53 6.06 3.05
H -2.12 6.07 2.28
H 0.31 7.88 0.29
H 1.01 6.92 -1.94
```

Summary:
Frontier orbital gap in eV: 6.287
Strongest force on any atom in eV/Å: 2.74
Charge: -1
Calculated total energy in Ha: -7890.612366

---

[9]
Density functional theory data (ωB97M-V with the def2-TZVPD basis set) for one molecule with the formula C5H6N2.

```
13
Properties=species:S:1:pos:R:3
C -0.26 1.44 1.54
C -0.07 1.68 0.20
N 0.17 0.43 -0.32
C 0.06 -0.45 0.69
N -0.20 0.09 1.86
C 0.13 -1.66 -0.22
C 0.13 -0.59 -1.37
H -0.43 2.17 2.32
H -0.03 2.60 -0.36
H -0.73 -2.32 -0.21
H 1.05 -2.25 -0.15
H -0.80 -0.56 -1.95
H 0.99 -0.58 -2.04
```

Summary:
Frontier orbital gap in eV: 9.518
Strongest force on any atom in eV/Å: 0.29
SMILES string: c1cn2c(n1)CC2
Calculated total energy in Ha: -303.585797

---

[10]
Density functional theory data (ωB97M-V with the def2-TZVPD basis set) for one molecule with the formula C10H17NO2Si at a distorted geometry.

```
31
Properties=species:S:1:pos:R:3
C -0.75 1.70 -2.30
C -0.93 0.21 -1.95
Si -0.68 -0.26 -0.12
C -0.92 1.14 1.17
C -0.79 0.65 2.54
C -1.55 -1.85 0.50
C -3.03 -2.07 0.03
O 1.00 -0.44 0.31
C 2.21 -0.21 -0.09
N 2.64 -0.24 -1.34
C 4.01 0.05 -1.28
O 4.76 0.32 -2.14
C 4.40 0.26 0.26
C 3.25 0.10 0.90
H -1.41 1.97 -3.01
H -0.97 2.27 -1.37
H 0.18 2.10 -2.65
H -0.57 -0.47 -2.68
H -2.10 0.16 -1.91
H -0.14 1.91 1.13
H -1.86 1.69 0.91
H -1.64 0.10 2.87
H 0.01 0.04 2.80
H -0.69 1.57 3.05
H -0.99 -2.82 0.27
H -1.58 -2.01 1.56
H -3.79 -1.33 0.62
H -3.15 -2.05 -1.01
H -3.27 -3.03 0.35
H 5.43 0.44 0.66
H 2.92 0.09 1.95
```

Summary:
Frontier orbital gap in eV: 9.445
Strongest force on any atom in eV/Å: 3.93
SMILES string: CC[Si](CC)(CC)OC1=NC(=O)C=C1
Calculated total energy in Ha: -885.937767

---

[11]
Density functional theory data (ωB97M-V with the def2-TZVPD basis set) for C11H20CeCl2N2O2PSe as an isolated structure at a distorted geometry.

```
40
Properties=species:S:1:pos:R:3
C -0.26 -4.76 -4.89
C -0.08 -4.05 -3.59
H -1.33 -4.91 -5.09
H 0.26 -5.72 -4.86
H 0.20 -4.17 -5.69
O -0.92 -3.67 -2.83
Cl 1.69 -3.78 -3.22
Ce -0.23 -0.15 -0.15
P -0.20 1.53 -1.75
C -1.59 2.72 -1.76
C 1.28 2.60 -1.67
H 0.68 0.22 -3.57
H -0.07 1.72 -4.19
H -1.08 0.34 -3.67
C -0.16 0.90 -3.47
H 2.17 1.96 -1.71
H 1.30 3.32 -2.49
H -1.47 3.46 -2.56
H -1.64 3.23 -0.79
H 1.28 3.14 -0.71
H -2.53 2.18 -1.91
C -1.80 0.41 0.58
O -2.81 0.77 1.04
Cl 1.83 -0.88 -1.10
C -1.53 1.95 3.70
N -0.55 0.88 3.87
C -0.61 -0.06 4.84
C 0.48 -0.89 4.70
N 1.22 -0.46 3.65
C 2.46 -1.08 3.19
C 0.57 0.62 3.16
Se 1.12 1.56 1.78
H -2.54 1.52 3.54
H -1.28 2.60 2.84
H -1.56 2.58 4.62
H -1.38 -0.14 5.59
H 0.73 -1.74 5.32
H 3.21 -1.05 4.01
H 2.27 -2.13 2.91
H 2.88 -0.54 2.32
```

Summary:
Frontier orbital gap (alpha / beta) in eV: 5.540 / 5.843
Multiplicity: 2
Strongest force on any atom in eV/Å: 17.10
Charge: +2
⟨S²⟩: 0.7581
Calculated total energy in Ha: -4828.668032

---

[12]
Density functional theory data (ωB97M-V with the def2-TZVPD basis set) for C17H36CdN11O5 as an isolated structure at a distorted geometry.

```
70
Properties=species:S:1:pos:R:3
Cd 0.27 -21.06 15.00
C 1.05 -23.65 13.32
O 0.79 -22.27 13.43
H 0.17 -24.23 13.02
H 1.85 -23.72 12.58
H 1.48 -24.01 14.26
C -2.99 -20.65 14.12
O -1.89 -21.24 14.23
N -3.10 -19.36 13.83
N -4.14 -21.35 14.30
H -3.99 -18.89 13.84
H -2.32 -18.83 13.48
H -4.01 -22.13 14.93
H -5.00 -20.85 14.15
C 5.43 -22.77 13.57
O 5.53 -23.53 12.62
N 4.28 -22.44 14.20
N 6.52 -22.20 14.16
H 3.39 -22.77 13.87
H 4.19 -21.74 14.91
H 7.43 -22.30 13.76
H 6.43 -21.63 14.99
C -0.47 -20.84 10.19
O -0.78 -20.21 9.19
N 0.74 -21.44 10.27
N -1.23 -21.01 11.31
H 0.98 -22.03 11.05
H 1.30 -21.48 9.44
H -2.19 -20.72 11.25
H -0.77 -21.28 12.16
C 0.65 -23.12 17.42
O 0.15 -22.71 16.35
N 1.97 -23.33 17.61
N -0.07 -23.43 18.51
H 2.63 -23.16 16.87
H 2.26 -23.72 18.49
H 0.29 -23.47 19.44
H -1.06 -23.28 18.37
C 2.67 -26.69 11.32
C 1.51 -27.39 12.03
C 1.18 -28.77 11.46
C 0.65 -28.76 10.08
N 0.17 -28.77 9.04
H 3.46 -27.44 11.27
H 3.03 -25.77 11.77
H 2.37 -26.51 10.28
H 0.69 -26.68 12.10
H 1.95 -27.45 13.03
H 0.30 -29.11 12.01
H 1.90 -29.56 11.68
N -2.40 -24.37 14.21
C -2.04 -24.69 15.49
C -3.17 -24.80 16.27
C -4.25 -24.69 15.35
C -3.77 -24.48 14.07
H -1.84 -24.24 13.38
H -0.97 -24.81 15.57
H -3.29 -24.93 17.33
H -5.31 -24.60 15.53
H -4.19 -24.24 13.11
N 4.18 -25.26 16.00
C 4.61 -26.47 15.51
C 5.77 -26.75 16.21
C 6.13 -25.58 16.93
C 5.12 -24.65 16.78
H 3.22 -24.99 15.84
H 4.14 -26.99 14.69
H 6.45 -27.57 16.02
H 7.06 -25.47 17.48
H 4.88 -23.70 17.23
```

Summary:
Frontier orbital gap in eV: 4.783
Strongest force on any atom in eV/Å: 2.13
Charge: +1
Calculated total energy in Ha: -1815.435037

---

The records above yield ΔE to the lowest compared entry with this formula, charge and spin values of 327.9 351.7 89.7 1236.4 314.2 54.1 291.5 230.3 132.0 7.0 847.4 0.0 kJ/mol, respectively.